{
  "formula": "C23H45Cl32NO3S",
  "method": "the ωB97M-V functional and the def2-TZVPD basis",
  "mol_weight_da": 1550.2,
  "largest_force_ev_per_a": 1.347,
  "homo_lumo_gap_ev": 10.32,
  "symbols": ["H", "H", "Cl", "Cl", "H", "Cl", "S", "H", "H", "C", "Cl", "C", "H", "Cl", "H", "H", "Cl", "C", "O", "H", "H", "H", "H", "C", "Cl", "Cl", "Cl", "H", "C", "H", "H", "Cl", "H", "H", "Cl", "H", "Cl", "Cl", "Cl", "C", "Cl", "C", "H", "H", "C", "H", "Cl", "H", "C", "Cl", "Cl", "H", "H", "C", "C", "Cl", "H", "H", "H", "N", "H", "Cl", "C", "C", "H", "H", "C", "H", "H", "C", "C", "Cl", "Cl", "Cl", "Cl", "C", "Cl", "H", "Cl", "H", "Cl", "H", "H", "Cl", "H", "Cl", "H", "Cl", "H", "C", "C", "C", "H", "H", "C", "O", "H", "C", "H", "Cl", "O", "C", "H", "Cl", "H"],
  "coordinates": [[-0.721, -2.983, -1.024], [0.697, -8.000, -0.821], [-5.332, 1.041, 0.417], [-5.696, 0.286, -2.390], [-3.639, 0.299, -4.171], [0.658, -2.312, 6.655], [1.276, -0.972, -2.994], [0.835, 0.403, -6.188], [4.182, 0.582, -2.300], [3.117, 3.017, -5.662], [3.365, 0.444, 8.164], [-2.896, -0.153, -4.817], [4.093, 2.584, -5.457], [-4.360, -8.690, -2.560], [-2.935, -9.882, -4.697], [8.257, 3.378, 4.497], [-2.782, -8.830, -0.094], [-1.510, 5.935, -5.414], [1.694, -2.040, -2.131], [-1.810, 5.717, -4.396], [1.194, 1.579, -7.868], [2.111, 0.466, -1.350], [-5.549, 3.821, -2.776], [3.495, 2.619, 1.012], [2.990, 1.642, 15.429], [-0.838, 2.051, 1.192], [-0.654, 4.528, -6.062], [-4.714, -7.572, -0.524], [0.871, -6.942, -0.665], [2.686, 3.412, -4.741], [3.249, 3.849, -6.349], [0.956, 1.497, 13.322], [-0.843, 6.787, -5.446], [1.374, -6.505, -1.519], [-3.767, -11.867, -5.631], [7.081, 2.375, 5.386], [-2.958, 6.318, -6.352], [-0.693, -6.141, -0.470], [-1.609, 1.021, -5.094], [7.580, 2.535, 4.438], [2.727, 4.225, 10.325], [3.440, 0.865, -3.046], [1.063, -3.673, 8.527], [1.975, 3.401, 14.250], [1.583, 0.871, -5.552], [1.791, 2.108, 10.735], [-3.199, 3.718, -2.647], [2.382, -0.500, 6.263], [-9.210, 3.911, -2.662], [4.360, 1.147, 0.559], [0.314, -1.667, 9.493], [-0.108, 0.250, 2.502], [1.791, 1.150, 6.570], [-2.781, -10.399, -5.635], [2.542, -0.254, -5.147], [-9.076, 5.132, -1.394], [-2.455, -1.025, -4.348], [4.542, 0.562, -4.914], [-9.298, 4.412, -3.618], [1.853, 2.276, -7.522], [-10.084, 3.302, -2.466], [-3.683, -0.650, -6.320], [3.765, 0.086, -4.320], [-4.717, 0.074, -0.928], [-4.971, 3.537, -1.122], [3.099, 2.465, 13.232], [-0.392, 1.274, 2.713], [-4.738, -0.972, -0.645], [4.193, -0.869, -4.007], [-1.720, -2.594, -1.187], [1.211, -2.622, 8.310], [0.976, 2.098, 3.475], [-1.057, -10.757, -5.801], [-2.062, -1.379, 0.052], [3.796, 1.150, 5.350], [2.323, 2.409, 13.987], [2.172, 3.012, -0.099], [0.590, 3.413, 10.879], [-2.869, -3.940, -1.125], [-3.703, 0.391, -1.142], [1.900, -6.743, 0.758], [-1.236, 1.305, 3.392], [3.066, 2.466, 1.991], [-4.998, 5.824, -1.667], [2.890, -0.701, -6.077], [0.863, 2.687, 8.664], [1.378, 1.350, -2.696], [6.350, 2.892, 3.217], [3.554, 1.938, -3.168], [1.422, 3.029, 10.303], [2.663, 0.507, 6.544], [2.053, 0.539, -2.431], [4.199, 3.442, 1.025], [1.029, 1.258, -4.696], [-3.836, -7.838, -1.099], [1.843, -1.311, -4.438], [-1.784, -2.124, -2.158], [2.177, 2.042, -6.313], [-3.086, -9.782, -6.471], [8.510, 1.089, 4.036], [-0.140, -0.753, -3.074], [-4.814, 4.106, -2.032], [-3.288, -6.952, -1.398], [-7.794, 2.849, -2.712], [2.260, -2.357, 8.377]],
  "forces_ev_per_a": [[-0.01, -0.01, 0.04], [-0.04, 0.00, 0.06], [0.02, 0.01, 0.04], [0.01, -0.06, -0.02], [-0.01, 0.05, -0.06], [-0.09, -0.15, -0.01], [-0.26, -0.63, 1.16], [-0.07, 0.03, -0.02], [0.09, 0.11, -0.02], [-0.26, 0.19, -0.06], [0.13, -0.10, 0.07], [0.04, -0.05, 0.16], [0.02, -0.05, 0.13], [-0.06, 0.01, -0.02], [0.03, -0.03, 0.04], [0.01, 0.00, -0.06], [-0.07, -0.14, 0.05], [-0.02, 0.00, 0.11], [0.24, 0.00, -0.26], [-0.05, -0.05, -0.03], [0.00, -0.04, -0.01], [-0.14, -0.21, 0.05], [0.25, 0.17, -0.02], [0.06, 0.14, 0.06], [0.01, 0.02, -0.01], [-0.28, -0.08, 0.04], [0.09, -0.01, 0.01], [-0.03, -0.07, -0.01], [0.00, -0.11, -0.03], [0.08, -0.09, 0.11], [0.05, 0.00, -0.03], [-0.02, -0.02, 0.07], [0.01, 0.00, -0.07], [0.00, 0.07, 0.03], [-0.03, 0.01, 0.00], [-0.04, -0.05, -0.03], [-0.01, 0.02, 0.02], [0.28, 0.10, -0.04], [-0.33, 0.23, -0.14], [0.01, 0.01, 0.11], [0.01, -0.01, 0.06], [0.40, -0.61, 0.64], [-0.07, 0.00, -0.02], [-0.04, -0.02, 0.03], [0.02, -0.03, 0.17], [0.04, -0.03, -0.07], [0.08, -0.09, -0.05], [0.13, 0.10, -0.07], [-0.04, 0.03, -0.06], [-0.02, -0.07, -0.06], [0.02, 0.00, 0.01], [0.07, 0.02, -0.01], [0.03, 0.05, 0.04], [-0.02, 0.04, 0.01], [0.58, 0.54, -0.50], [-0.01, 0.01, 0.00], [0.05, -0.01, -0.06], [-0.13, 0.21, -0.04], [0.06, 0.03, 0.01], [0.10, 0.02, 0.21], [0.03, -0.03, 0.05], [-0.02, -0.02, 0.01], [0.02, -0.10, 0.37], [0.00, 0.06, -0.09], [0.04, 0.05, 0.04], [0.00, -0.05, -0.01], [-0.05, -0.07, -0.16], [-0.09, 0.05, -0.02], [-0.02, -0.10, -0.18], [0.16, -0.14, -0.04], [0.06, 0.00, 0.07], [-0.06, -0.06, 0.20], [0.01, 0.03, 0.00], [0.26, -0.06, 0.17], [0.12, 0.02, -0.01], [0.05, 0.05, -0.01], [0.25, 0.09, 0.00], [-0.01, 0.04, -0.04], [-0.30, 0.17, -0.03], [-0.10, 0.05, -0.03], [0.01, -0.01, -0.01], [-0.01, 0.10, -0.01], [-0.04, -0.05, 0.06], [-0.01, -0.02, -0.03], [-0.16, -0.37, 0.08], [-0.22, 0.16, -0.03], [-0.29, -0.18, 0.20], [-0.03, 0.03, -0.01], [-0.29, 0.05, -0.07], [0.05, -0.06, -0.05], [-0.07, -0.03, -0.06], [0.32, 0.62, -1.07], [-0.01, 0.00, -0.12], [0.14, 0.02, 0.08], [0.06, 0.11, 0.03], [-0.25, 0.41, 0.10], [-0.04, 0.04, 0.00], [-0.08, -0.17, -0.64], [0.02, -0.04, -0.04], [0.01, 0.01, 0.02], [0.04, 0.20, -0.33], [-0.05, -0.08, 0.06], [0.05, -0.04, -0.03], [-0.36, -0.09, -0.01], [-0.01, 0.07, -0.02]]
}